(1)
{"formula": "C3H24NO13", "method": "ωB97M-V with the def2-TZVPD basis set", "symbols": ["C", "N", "C", "C", "O", "O", "O", "H", "H", "H", "H", "H", "H", "O", "H", "H", "O", "H", "H", "O", "H", "H", "O", "H", "H", "O", "H", "H", "O", "H", "H", "O", "H", "H", "O", "H", "H", "O", "H", "H", "O"], "coordinates": [[-2.06328, 0.14479, 3.15306], [-1.50801, 0.04696, 1.93144], [-2.00129, 0.95022, 0.89822], [-1.58351, 0.40663, -0.49313], [-0.54955, 0.95309, -1.00641], [-2.25697, -0.50373, -0.98268], [-2.80397, 1.05386, 3.48960], [-1.83351, -0.65226, 3.87285], [-1.10185, -0.81259, 1.58822], [-3.09339, 0.95358, 0.92572], [-1.63206, 1.96091, 1.07782], [1.24419, -1.18806, 1.65899], [1.24587, -1.18770, 0.14364], [1.15007, -1.77562, 0.88824], [2.58195, 1.64145, -2.13391], [2.19869, 0.25080, -1.43172], [2.83896, 0.99363, -1.47076], [1.31834, 3.98626, -1.98493], [0.35744, 2.85067, -1.84073], [1.02972, 3.19092, -2.45422], [2.29486, -0.40838, 3.78644], [2.17784, 0.30862, 2.52709], [1.61067, -0.15718, 3.16773], [3.84073, 2.28063, 0.99316], [3.95297, 1.06097, 0.07746], [4.30920, 1.43788, 0.91575], [0.61742, 2.09374, 0.59226], [1.97019, 1.90894, -0.13272], [1.56474, 2.23912, 0.69216], [-2.98877, -2.29833, -0.77223], [-4.08666, -2.87411, 0.29839], [-3.29793, -3.04669, -0.21928], [0.44901, -0.20861, -2.05812], [1.02930, -1.08978, -3.16693], [1.12768, -0.90395, -2.22382], [0.08627, -3.49956, -0.33185], [-1.43279, -4.20877, 0.01721], [-0.53712, -4.21533, -0.30051], [-1.59100, 0.09149, -3.12218], [-2.70455, -1.04678, -3.05582], [-1.92990, -0.72772, -3.51347]], "forces_ev_per_angstrom": [[-0.203, -0.004, 0.245], [-0.329, 0.040, -0.390], [-0.148, -0.293, -0.413], [0.504, 0.622, 0.373], [-0.183, -0.083, -0.191], [-0.228, -0.043, 0.557], [0.022, 0.110, -0.036], [0.344, -0.206, -0.230], [0.125, -0.136, 0.414], [0.032, 0.182, 0.096], [-0.015, -0.029, -0.077], [-0.022, -0.391, 0.058], [-0.047, 0.170, -0.653], [-0.126, 0.018, 0.438], [-0.522, -0.171, -0.160], [0.300, 0.390, -0.997], [0.602, -0.065, 0.822], [0.127, -0.115, -0.238], [-0.037, -0.512, -0.213], [-0.074, 0.389, 0.459], [0.011, -0.451, 0.595], [-0.494, 0.411, -0.203], [0.630, 0.405, -0.441], [-0.017, -0.299, 0.067], [0.289, 0.423, 0.581], [-0.071, -0.181, -0.436], [-0.008, -0.216, -0.252], [-0.313, -0.109, 0.173], [0.150, 0.305, 0.208], [-0.522, 0.111, 0.925], [0.154, 0.680, -0.361], [0.455, -0.804, -0.332], [-0.270, -0.311, 0.311], [0.090, -0.162, 0.248], [-0.410, 0.261, -0.184], [-0.801, 1.072, 0.712], [-0.169, 1.573, 0.223], [0.944, -2.565, -0.920], [-0.697, -0.606, 0.452], [0.207, 0.498, 0.652], [0.719, 0.092, -1.881]], "total_charge": -1, "de_lowest_kcal_mol": 55.0, "gap_ha": 0.345, "homo_energy_ev": -6.645}



(2)
{"formula": "C18H23BClN2", "method": "ωB97M-V with the def2-TZVPD basis set", "symbols": ["C", "N", "C", "C", "C", "C", "N", "B", "H", "C", "C", "H", "H", "H", "H", "H", "H", "H", "H", "H", "H", "H", "H", "Cl", "C", "C", "C", "C", "C", "C", "C", "C", "C", "C", "C", "H", "H", "H", "H", "H", "H", "H", "H", "H", "H"], "coordinates": [[-4.17003, -3.57926, -2.53691], [-2.71338, -3.54295, -2.54144], [-2.14735, -4.01318, -3.79844], [-1.96573, -2.90513, -1.56315], [-1.40406, -3.64649, -0.47954], [-0.66001, -2.96135, 0.46439], [-0.40509, -1.60591, 0.43025], [0.46783, -0.81972, 1.49335], [0.70427, 0.90235, 1.21332], [-0.96393, -0.92701, -0.62319], [-1.72363, -1.51798, -1.59223], [-4.51840, -3.19227, -1.55907], [-4.57382, -2.97172, -3.34469], [-4.51093, -4.60117, -2.67662], [-1.04393, -3.93074, -3.72827], [-2.43367, -5.04819, -3.96623], [-2.51352, -3.41870, -4.63265], [-1.56126, -4.72244, -0.40064], [-0.21322, -3.49708, 1.32232], [-0.11721, -0.91751, 2.52433], [1.53806, -1.33262, 1.48381], [-0.74889, 0.14440, -0.63166], [-2.13754, -0.89136, -2.40337], [6.68440, 2.86391, 2.54961], [5.01095, 2.76575, 2.15310], [4.05362, 2.99494, 3.14913], [2.68219, 2.86756, 2.80276], [2.30274, 2.46359, 1.51095], [0.83268, 2.00149, 1.20802], [0.37161, 2.47566, -0.22014], [-1.13558, 2.78165, -0.07556], [-1.31552, 2.89625, 1.41459], [-0.20865, 2.65961, 2.08905], [3.25876, 2.37549, 0.51008], [4.63851, 2.47235, 0.82949], [4.36146, 3.25697, 4.13004], [1.95349, 3.07084, 3.59193], [0.84435, 3.37027, -0.62192], [0.56932, 1.60772, -0.84861], [-1.40070, 3.72431, -0.59653], [-1.74933, 1.97496, -0.56500], [-2.32326, 3.11977, 1.81817], [-0.01252, 2.76167, 3.15480], [2.99697, 2.16946, -0.51707], [5.39996, 2.32183, 0.07945]], "forces_ev_per_angstrom": [[0.352, 0.633, 1.067], [-0.561, -0.728, -0.570], [1.029, 0.387, 0.708], [0.418, -0.122, 0.641], [-0.147, 1.310, -0.617], [0.991, 0.393, 1.275], [-1.371, 0.162, -2.251], [-0.462, -3.290, 0.722], [0.105, -1.613, 0.283], [0.846, 0.351, 1.222], [-0.478, -0.222, -0.639], [-0.106, -0.274, -0.603], [-0.178, 0.186, -0.062], [-0.122, -0.161, 0.091], [-0.589, -0.180, -0.319], [0.084, -0.187, -0.041], [0.061, 0.153, -0.218], [0.076, 0.384, 0.016], [-0.275, 0.401, -0.573], [-0.025, 1.297, 0.057], [0.544, 1.118, -0.292], [-0.182, -0.415, -0.103], [0.282, -0.526, 0.562], [0.136, -0.005, 0.044], [-0.689, -0.118, -0.395], [-1.162, -0.257, -1.898], [1.135, -0.262, 0.349], [-1.207, -0.902, 0.442], [1.202, 4.772, -0.632], [-0.512, -1.116, 0.403], [-0.208, -0.674, -0.710], [-1.695, 0.312, -0.297], [0.676, -1.286, 0.611], [1.778, -0.340, 0.526], [-1.221, 0.376, 0.629], [0.131, 0.217, 0.676], [0.219, -0.274, -0.358], [0.570, -0.278, 0.396], [0.012, 0.454, -0.734], [0.039, -0.520, 0.347], [0.193, 0.744, 0.607], [0.978, 0.297, -0.049], [-0.545, -0.112, -0.228], [-0.122, -0.162, -0.023], [-0.003, 0.076, -0.062]], "total_charge": 1, "de_lowest_kcal_mol": 19.6, "gap_ha": 0.255, "homo_energy_ev": -11.423}



(3)
{"formula": "C34H48BrGe2NO3Ti", "method": "ωB97M-V with the def2-TZVPD basis set", "symbols": ["Ti", "C", "C", "C", "C", "C", "C", "C", "Br", "C", "O", "C", "C", "C", "C", "C", "C", "H", "H", "H", "H", "H", "H", "H", "H", "H", "H", "H", "H", "H", "H", "H", "H", "H", "H", "H", "H", "C", "Ge", "C", "C", "Ge", "C", "C", "C", "C", "C", "C", "C", "C", "C", "C", "C", "C", "H", "H", "H", "H", "H", "H", "H", "H", "H", "H", "H", "H", "H", "H", "H", "H", "H", "H", "H", "O", "C", "O", "C", "N", "C", "C", "C", "H", "H", "H", "H", "H", "H", "H", "H", "H"], "coordinates": [[0.26821, 0.12437, -1.04366], [6.87891, -1.31508, 1.72155], [5.76149, -1.21930, 2.75982], [5.79218, -2.47904, 3.63716], [6.00454, 0.01994, 3.63167], [4.38321, -1.10969, 2.10176], [4.22203, -1.10639, 0.71464], [2.93895, -1.02587, 0.24112], [2.62764, -0.98177, -1.66732], [1.80802, -0.94196, 1.03454], [0.60872, -0.85032, 0.31991], [1.92342, -0.93342, 2.41012], [3.23698, -1.01680, 2.88886], [0.76672, -0.86372, 3.41748], [0.94796, 0.38519, 4.29274], [-0.61547, -0.79906, 2.76002], [0.80547, -2.12600, 4.29620], [7.83987, -1.37887, 2.23260], [6.91569, -0.43506, 1.07358], [6.78497, -2.20727, 1.09655], [6.77598, -2.58346, 4.09844], [5.59821, -3.37789, 3.04756], [5.05471, -2.43418, 4.44140], [6.99067, -0.04349, 4.09530], [5.26851, 0.10572, 4.43411], [5.96980, 0.93556, 3.03646], [5.06190, -1.17318, 0.03836], [3.36919, -1.01994, 3.96362], [0.96004, 1.29270, 3.68413], [1.87158, 0.35793, 4.87224], [0.11863, 0.46066, 4.99850], [-0.75097, 0.10752, 2.16463], [-1.36511, -0.77737, 3.55348], [-0.82728, -1.66537, 2.12986], [1.72536, -2.20307, 4.87718], [0.71189, -3.02942, 3.68971], [-0.02720, -2.10390, 5.00184], [-5.22713, 0.50782, -1.47752], [-3.38365, 1.06133, -1.33685], [-3.01974, 2.17214, -2.92685], [-3.19171, 2.15946, 0.26908], [-1.91452, -0.92146, -1.58488], [-2.41379, -2.30839, -0.35024], [-1.80736, -3.56414, -0.43635], [-2.15436, -4.57087, 0.45365], [-3.10833, -4.33026, 1.43578], [-3.71598, -3.08544, 1.53101], [-3.36466, -2.07452, 0.64351], [-2.19635, -1.42416, -3.42841], [-3.09765, -2.45221, -3.71160], [-3.39091, -2.77090, -5.03313], [-2.78585, -2.07663, -6.07192], [-1.88317, -1.05610, -5.79810], [-1.59284, -0.72973, -4.48096], [-5.83796, 1.41362, -1.47458], [-5.52110, -0.12449, -0.64073], [-5.39591, -0.03658, -2.40714], [-3.51748, 3.14642, -2.85111], [-3.45446, 1.66738, -3.79268], [-1.96051, 2.29625, -3.17300], [-3.71816, 3.10644, 0.11453], [-2.15941, 2.34824, 0.57423], [-3.68163, 1.65824, 1.10584], [-1.07184, -3.77191, -1.20547], [-1.68728, -5.54466, 0.37676], [-3.38243, -5.11848, 2.12533], [-4.46305, -2.90253, 2.29300], [-3.84381, -1.10672, 0.73900], [-3.56911, -3.00984, -2.91056], [-4.08911, -3.56886, -5.25160], [-3.01433, -2.33249, -7.09854], [-1.40538, -0.52247, -6.60981], [-0.88580, 0.07094, -4.28564], [0.18890, 1.96822, -0.14346], [0.38310, 2.47170, -1.29114], [0.55768, 1.68228, -2.28015], [0.34329, 3.97641, -1.43668], [-1.07119, 4.43067, -1.07456], [-1.30365, 5.69497, -1.88459], [-0.66449, 5.33633, -3.21291], [0.62097, 4.58476, -2.81893], [0.99344, 4.37640, -0.66038], [-1.19049, 4.55690, -0.06855], [-1.76098, 3.72815, -1.36511], [-0.77598, 6.49521, -1.36855], [-2.36947, 5.90598, -1.90039], [-0.46394, 6.22480, -3.80632], [-1.33261, 4.69362, -3.78640], [1.46163, 5.27004, -2.73777], [0.88512, 3.81038, -3.53430]], "forces_ev_per_angstrom": [[0.112, -0.599, -0.645], [0.042, -0.010, -0.044], [-0.099, -0.008, -0.040], [0.008, -0.050, 0.033], [-0.009, 0.054, 0.036], [0.009, 0.005, 0.042], [-0.002, -0.052, 0.137], [0.253, -0.022, -0.329], [-0.093, 0.118, -0.026], [-0.685, -0.101, -0.647], [1.037, -0.345, 1.706], [0.113, -0.107, 0.430], [0.014, -0.023, 0.085], [0.054, -0.048, -0.102], [-0.017, 0.021, 0.003], [-0.122, -0.002, 0.099], [-0.002, -0.013, -0.001], [-0.021, -0.005, -0.005], [-0.010, -0.019, 0.038], [-0.013, 0.031, 0.035], [-0.030, 0.011, -0.013], [0.008, 0.037, 0.008], [0.027, 0.002, -0.037], [-0.034, -0.005, -0.011], [0.026, -0.004, -0.040], [0.001, -0.031, 0.010], [-0.025, 0.009, 0.021], [-0.016, 0.011, -0.030], [-0.013, -0.013, -0.002], [-0.014, -0.026, -0.033], [0.021, -0.010, -0.007], [0.031, 0.008, 0.024], [0.003, -0.015, -0.014], [0.039, 0.036, 0.058], [-0.005, 0.032, -0.042], [-0.009, 0.032, 0.004], [0.022, 0.009, -0.015], [-0.213, -0.157, 0.008], [0.358, 0.039, -0.224], [0.053, 0.070, -0.107], [0.064, 0.106, 0.254], [-0.878, 0.127, -0.135], [0.054, -0.134, 0.178], [-0.100, -0.046, 0.072], [-0.002, 0.048, -0.009], [-0.014, 0.010, 0.007], [0.056, 0.021, -0.056], [0.039, -0.152, 0.072], [0.075, -0.050, -0.199], [0.079, 0.018, -0.172], [0.012, -0.008, 0.052], [0.003, 0.019, 0.009], [-0.012, -0.033, 0.054], [-0.052, -0.094, -0.035], [-0.056, -0.090, -0.014], [-0.051, 0.038, -0.038], [-0.013, 0.033, 0.038], [0.072, -0.031, 0.004], [-0.002, 0.013, 0.049], [0.004, 0.086, 0.070], [0.004, 0.004, 0.048], [-0.076, -0.026, -0.007], [0.030, 0.039, -0.011], [0.010, 0.024, -0.021], [-0.013, 0.025, 0.008], [0.004, 0.018, -0.015], [0.018, -0.002, -0.017], [0.017, 0.020, -0.022], [0.008, 0.019, 0.011], [0.007, 0.022, 0.011], [0.002, -0.002, 0.027], [-0.009, -0.005, 0.016], [0.007, 0.038, 0.038], [-0.205, 0.228, -0.292], [-0.013, -0.403, -0.358], [0.183, 1.198, 0.069], [-0.255, 0.159, 0.024], [0.104, 0.073, -0.192], [0.081, -0.154, 0.183], [0.015, -0.034, 0.048], [-0.046, -0.004, 0.034], [0.053, 0.041, 0.002], [0.013, 0.018, -0.009], [0.000, -0.040, -0.002], [-0.007, 0.037, -0.009], [-0.011, 0.005, -0.052], [0.015, -0.016, -0.007], [-0.016, -0.008, -0.022], [0.016, -0.005, -0.020], [-0.011, -0.008, -0.024]], "total_charge": 2, "gap_ha": [0.250, 0.249], "homo_energy_ev": [-13.240, -13.247]}



no.,molar mass (g/mol),DFT total energy (eV)
1,282.2,-31612.2567
2,313.7,-35208.9390
3,791.8,-249847.3150